Entry from OMol25: a gas-phase ion, C25H47I2N4O3 (charge +1) at a distorted geometry (ωB97M-V with the def2-TZVPD basis set).

For the LUMO energy, the calculation gives -2.6 eV. The HOMO energy is -12.2 eV. Its charge is +1. The molar mass is 705.5 g mol⁻¹. As for the energy: -54978.9710 eV. The structure (SMILES) is C#CC[C@H]1[C@](N)(CCCCCCCCC)[C@H]([C@H](I)[C@@H](C)I)[N@@+](C)(CCCCO)C[C@@]1(N)ON=O.

```
81
Properties=species:S:1:pos:R:3:forces:R:3
C -3.2822 3.4731 -1.5905 -2.0 0.0 0.1
C -2.1199 3.2631 -1.5278 1.8 0.0 0.4
C -0.6814 3.0312 -1.3840 0.0 -0.1 -0.9
C -0.3990 1.9934 -0.2803 -0.4 -0.2 0.4
C -0.4166 2.6810 1.1198 -0.5 0.3 -0.2
N -1.2285 2.0422 2.1057 0.3 0.0 0.0
O -0.9101 4.0426 0.9337 0.5 -0.2 -0.3
N -1.6138 4.6181 2.0575 0.1 0.0 0.4
O -1.3714 5.7476 2.1134 -0.2 0.0 -0.2
C 1.0148 2.9845 1.5127 -0.4 0.4 -0.3
N 1.9250 1.8002 1.7588 0.2 1.0 0.3
C 1.8477 1.5534 3.2223 0.1 -0.1 0.8
C 3.3261 2.3865 1.5107 0.8 0.2 0.1
C 4.5517 1.8698 2.2788 -0.1 -0.3 0.3
C 4.9681 0.3901 2.3331 0.3 0.2 0.0
C 4.9605 -0.4011 1.0251 0.1 -0.5 0.5
O 5.8589 -1.4990 1.0989 -0.1 0.3 0.0
C 1.6311 0.6557 0.7823 0.1 -0.6 -0.8
C 1.2063 -0.7666 1.2547 -0.2 0.0 0.8
I -0.9048 -1.3003 1.2888 0.1 0.0 0.1
C 1.8679 -1.3903 2.5098 -0.5 -0.5 0.3
C 1.0954 -1.4291 3.8417 0.3 0.0 -0.1
I 2.3231 -3.4595 2.0329 0.2 0.1 0.0
C 0.8965 1.1438 -0.5166 0.1 0.7 -0.7
N 1.8532 2.0751 -1.2018 0.3 -0.2 0.4
C 0.6776 -0.0444 -1.4969 -0.6 -0.1 -0.2
C -0.3943 0.1450 -2.5831 0.5 -0.7 -0.5
C -0.5305 -1.1879 -3.3601 0.0 0.1 0.5
C -1.6660 -2.0589 -2.8357 0.0 -0.2 -0.5
C -3.0674 -1.5594 -3.2219 -0.2 -0.3 0.3
C -4.0208 -2.7310 -3.4751 0.1 -0.1 0.1
C -4.3383 -3.5174 -2.1828 0.0 0.1 -0.3
C -5.8335 -3.7626 -1.9339 0.0 -0.2 0.6
C -6.1362 -5.1496 -1.3485 -0.1 0.2 0.0
H -4.3466 3.5754 -1.5794 0.2 0.1 -0.2
H -0.3475 2.6817 -2.3624 0.1 -0.2 0.2
H -0.1426 3.9655 -1.2418 -0.1 0.0 0.2
H -1.2493 1.3153 -0.2958 0.0 -0.1 0.1
H -2.0455 1.6286 1.6807 -0.1 -0.1 0.1
H -0.7759 1.3747 2.7047 -0.1 -0.1 -0.1
H 1.0291 3.6588 2.3660 0.1 -0.3 0.3
H 1.4125 3.5531 0.6766 0.1 -0.2 -0.1
H 2.4591 0.7317 3.5652 0.1 -0.1 -0.3
H 0.8370 1.4129 3.5800 -0.1 0.0 -0.3
H 2.2295 2.4387 3.7260 0.0 0.1 -0.2
H 3.5351 2.4061 0.4484 -0.4 -0.2 -0.1
H 3.2407 3.4332 1.7962 -0.1 0.0 0.0
H 5.3918 2.4147 1.8435 -0.1 0.1 -0.2
H 4.5110 2.2483 3.3010 0.0 -0.1 0.1
H 4.4788 -0.1329 3.1582 -0.2 -0.1 -0.1
H 6.0174 0.3887 2.6350 0.0 0.1 0.0
H 3.9791 -0.8199 0.7910 -0.1 0.3 -0.2
H 5.3004 0.2481 0.2181 0.0 -0.1 -0.2
H 5.4433 -2.1834 1.6368 0.1 -0.1 -0.1
H 2.6188 0.4472 0.3723 0.1 -0.1 0.3
H 1.5544 -1.3918 0.4426 -0.1 0.2 -0.2
H 2.8474 -0.9782 2.7024 0.1 0.1 -0.3
H 1.8180 -1.4364 4.6585 0.0 -0.1 0.1
H 0.4912 -2.3257 3.9276 -0.1 0.0 0.0
H 0.4335 -0.5804 3.9825 -0.1 0.1 -0.1
H 1.6188 2.1019 -2.1887 -0.2 0.2 0.0
H 2.7746 1.6427 -1.2121 0.0 -0.1 -0.1
H 0.4132 -0.9933 -1.0373 0.0 0.1 0.2
H 1.6118 -0.2185 -2.0344 0.2 0.0 0.2
H -1.3638 0.3860 -2.1525 0.0 0.3 -0.1
H -0.0887 0.8923 -3.3155 -0.2 0.3 0.2
H -0.6700 -0.9954 -4.4233 -0.1 0.0 0.0
H 0.4047 -1.7483 -3.2746 0.1 0.0 -0.1
H -1.5441 -3.0506 -3.2803 0.0 0.0 0.0
H -1.5786 -2.2173 -1.7581 0.0 0.1 0.1
H -3.5132 -0.9845 -2.4050 0.1 0.3 -0.1
H -3.0226 -0.9122 -4.0988 0.1 0.0 -0.1
H -3.5625 -3.4145 -4.1934 0.0 0.1 -0.1
H -4.9398 -2.3763 -3.9425 -0.1 0.1 0.1
H -3.9136 -2.9716 -1.3366 0.0 0.0 0.1
H -3.8198 -4.4768 -2.2064 0.0 0.0 0.0
H -6.1788 -3.0284 -1.2029 -0.2 0.2 -0.2
H -6.4335 -3.6023 -2.8282 0.2 0.0 -0.2
H -7.1514 -5.4591 -1.5931 0.0 -0.1 0.0
H -5.4430 -5.8973 -1.7308 0.0 -0.1 0.0
H -6.0712 -5.1435 -0.2607 0.2 -0.1 0.0
```
Forces are in eV/Å.

Atom charges from the Löwdin analysis, given in e for atoms 1 to 8: number 1, C, carries 0.13; number 2, C, carries -0.13; number 3, C, carries -0.16; number 4, C, carries -0.17; number 5, C, carries -0.46; number 6, N, carries 0.12; number 7, O, carries -0.11; number 8, N, carries 0.02